(1)
The following is a DFT calculation (ωB97M-V/def2-TZVPD) of a structure of composition C32H47BrClIMnNO2PSi2.

XYZ file:
```
89
Properties=species:S:1:pos:R:3
Mn 0.28810 0.63860 0.69440
N -1.28370 0.80200 2.96120
C -2.66880 0.74650 2.51510
C -2.76730 -0.04480 1.15170
O -3.88140 -0.42410 0.80280
O -1.67530 -0.22180 0.56500
H -1.03840 -0.01320 3.51000
H -1.07400 1.63590 3.49640
H -3.01880 1.75960 2.30450
H -3.34710 0.28540 3.25100
C -1.68360 4.03140 0.71750
Si -0.14750 2.91850 0.18660
C -0.02880 3.40800 -1.71070
C 1.33110 3.93830 0.96420
C 1.48990 5.28250 0.66810
C 2.58420 5.99920 1.12020
C 3.50030 5.37950 1.94950
C 3.31800 4.05280 2.30300
C 2.26450 3.30270 1.79550
Si 2.06540 1.38050 2.17410
C 2.23170 1.51500 4.14430
C 3.89800 0.74970 1.83540
H -1.65510 4.99630 0.21720
H -1.69100 4.21140 1.79040
H -2.62540 3.55760 0.45980
H -0.06480 4.48460 -1.87120
H -0.84720 2.96240 -2.27250
H 0.89610 3.03100 -2.14260
H 0.74840 5.78370 0.05910
H 2.72370 7.03510 0.82170
H 4.36170 5.92920 2.31170
H 4.02070 3.59770 2.98790
H 3.21080 1.89630 4.41900
H 2.11150 0.55020 4.63150
H 1.49260 2.19200 4.55930
H 4.63960 1.31530 2.39480
H 4.14020 0.83830 0.78030
H 4.00200 -0.29950 2.10620
C -0.03920 -5.00180 1.92190
C -0.24310 -3.51750 1.61820
C -1.55120 -3.05250 2.25070
C 0.91800 -2.72130 2.22370
P -0.19100 -2.94160 -0.21490
C 1.24110 -3.96800 -0.75430
C 2.42930 -3.26080 -0.93530
C 3.57820 -3.88520 -1.38180
C 3.55780 -5.24130 -1.68450
C 2.38400 -5.95730 -1.51360
C 1.24140 -5.33500 -1.04490
C -1.64040 -3.70050 -1.21630
C -2.68700 -2.58630 -1.24790
C -1.11180 -3.86490 -2.64390
C -2.31230 -4.98900 -0.74660
H -0.00560 -5.14170 3.00670
H 0.89760 -5.36360 1.50350
H -0.85620 -5.60570 1.53620
H -1.52800 -3.19000 3.33590
H -2.40430 -3.60820 1.86730
H -1.71640 -2.00140 2.03720
H 0.92750 -2.79780 3.31170
H 0.83600 -1.65100 1.95700
H 1.86910 -3.08810 1.84020
H 2.43350 -2.19610 -0.74800
H 4.48530 -3.31270 -1.51400
H 4.44930 -5.73030 -2.05370
H 2.36130 -7.01570 -1.75760
H 0.34940 -5.93300 -0.90960
H -2.22750 -1.65070 -1.55840
H -3.13030 -2.40660 -0.27160
H -3.48760 -2.83160 -1.94850
H -0.52230 -2.99290 -2.91760
H -1.93730 -3.94560 -3.35120
H -0.47830 -4.74180 -2.75460
H -2.73740 -4.87310 0.24760
H -1.63390 -5.83910 -0.73900
H -3.13250 -5.22890 -1.42680
Br 1.14820 -0.03270 -7.50080
C -0.64040 -0.44490 -6.99300
C -1.59690 -0.62720 -7.99660
C -2.88120 -0.98770 -7.66550
C -3.22840 -1.19840 -6.32330
C -2.27220 -0.99720 -5.33080
C -0.98350 -0.62060 -5.63980
I 0.35220 -0.27460 -4.03520
H -1.31720 -0.47690 -9.02920
H -3.62420 -1.11070 -8.44240
H -4.22910 -1.51000 -6.06210
H -2.54410 -1.13420 -4.29430
Cl 1.50560 0.01940 -1.09110
```

Properties
orbital gap (spin up / spin down): 3.7647 / 5.0979 eV
multiplicity: 6
energy above the lowest of the compared OMol25 structures with the same formula, charge and spin: 1.1198 eV
total charge: -2
E: -6856.15562 a.u.

Atom charges from the natural (NBO) analysis, given in e for atoms 1 to 4:
1. Mn 1.1180
2. N -0.8382
3. C -0.3461
4. C 0.7881

=====

(2)
The following is a DFT calculation (ωB97M-V/def2-TZVPD) of a cluster of 7 separate species, C32H47ClN2O18 in total.

XYZ file:
```
100
Properties=species:S:1:pos:R:3
C 3.95958 -0.91159 0.51960
C 2.62043 0.00770 0.65151
C 1.31457 -0.64040 -0.02594
Cl 0.62245 0.50719 -1.32841
C 0.12079 -0.98853 1.00406
C -0.74577 0.31451 1.39346
C 0.66570 -1.60062 2.41261
N 1.36449 -1.84621 3.37743
C -0.84619 -2.16423 0.39687
C 0.02680 -3.53476 0.47638
N 0.78168 -4.48317 0.58746
H 4.46652 -0.96297 1.56036
H 4.67434 -0.46181 -0.26249
H 3.74929 -1.98855 0.18992
H 2.87177 0.99054 0.08449
H 2.50442 0.30133 1.75157
H 1.63740 -1.59239 -0.60385
H -0.16521 1.29865 1.25459
H -0.98268 0.23082 2.52852
H -1.75111 0.38506 0.84875
H -1.17040 -1.93299 -0.67900
H -1.74800 -2.30349 1.11616
C -2.90790 4.32169 -4.74371
C -2.71790 4.31724 -3.24252
C -1.28487 4.22862 -2.81245
O -1.39162 3.62174 -1.52942
C -2.53331 2.87454 -1.54788
O -2.84229 2.08057 -0.69881
O -3.27567 3.14296 -2.65991
H -3.96832 4.22934 -4.99384
H -2.52075 5.24251 -5.18592
H -2.40193 3.47048 -5.20862
H -3.22031 5.18402 -2.79765
H -0.80912 5.20674 -2.73983
H -0.67523 3.58128 -3.45081
C -1.08215 -6.60639 -0.76508
C -2.41667 -7.17121 -0.33252
C -3.02963 -8.11958 -1.32006
O -4.41916 -7.99307 -1.03612
C -4.59912 -6.73982 -0.53055
O -5.67021 -6.22413 -0.35380
O -3.40233 -6.14525 -0.25589
H -0.76784 -5.81231 -0.08355
H -0.31231 -7.38149 -0.78127
H -1.14659 -6.15687 -1.76058
H -2.32660 -7.62680 0.66063
H -2.69615 -9.14880 -1.17520
H -2.86283 -7.83308 -2.36344
C 3.99732 7.66911 -1.42613
C 2.72858 7.03768 -1.95673
C 2.11008 6.03934 -1.02322
O 1.40525 5.18683 -1.91775
C 2.06537 5.24443 -3.11025
O 1.85798 4.51261 -4.03682
O 2.99626 6.24203 -3.10738
H 4.48226 8.26282 -2.20564
H 3.78664 8.31561 -0.57102
H 4.71945 6.90699 -1.11924
H 2.01376 7.81670 -2.24601
H 1.42652 6.50123 -0.30835
H 2.84388 5.43676 -0.47815
C -3.91009 3.99040 2.16976
C -3.61906 5.42608 1.79462
C -4.64390 6.40334 2.28889
O -4.53228 7.45998 1.34245
C -4.08819 6.89672 0.18265
O -4.05474 7.45823 -0.87717
O -3.69028 5.60767 0.38519
H -3.22210 3.31548 1.65310
H -3.81153 3.83691 3.24707
H -4.91979 3.69945 1.86604
H -2.60872 5.70191 2.11822
H -4.43009 6.76133 3.29765
H -5.66780 6.01721 2.25597
C -4.95562 -5.51616 3.02841
C -3.72344 -4.64935 3.17507
C -2.91140 -4.94762 4.40069
O -2.26806 -3.70260 4.64579
C -3.08193 -2.73647 4.13337
O -2.94334 -1.56000 4.32241
O -4.07890 -3.28479 3.37967
H -5.58284 -5.15042 2.21117
H -4.68407 -6.55493 2.82567
H -5.57106 -5.48642 3.93244
H -3.11540 -4.70497 2.26445
H -2.17653 -5.73769 4.23497
H -3.51813 -5.20131 5.27613
C 9.32598 -3.99648 -0.93906
C 8.69632 -2.62116 -0.98512
C 7.65961 -2.39145 0.07474
O 6.82848 -1.40531 -0.52555
C 6.93381 -1.57744 -1.87449
O 6.23042 -1.04226 -2.68381
O 7.94292 -2.44399 -2.18058
H 9.95142 -4.15891 -1.82097
H 9.94096 -4.11736 -0.04421
H 8.56339 -4.78061 -0.94822
H 9.47531 -1.85038 -0.96169
H 8.08864 -2.02107 1.00766
H 7.04868 -3.27468 0.28804
```

Properties
orbital gap: 11.0514 eV
multiplicity: 1
energy above the lowest of the compared OMol25 structures with the same formula, charge and spin: 0.0000 eV
E: -3171.56603 a.u.

Atom charges from the Mulliken analysis, given in e for atoms 1 to 4:
1. C -1.0056
2. C -0.3280
3. C -0.3240
4. Cl -0.1029

=====

(3)
The following is a DFT calculation (ωB97M-V/def2-TZVPD) of a structure of composition C32H47GeKN3O2Sb.

XYZ file:
```
87
Properties=species:S:1:pos:R:3
K -18.83548 -10.66267 5.08573
O -19.83484 -8.37778 4.10723
C -19.65017 -7.85618 2.95850
C -19.58656 -6.38901 2.81872
C -19.39712 -5.79366 1.59663
C -19.30786 -6.60609 0.43234
C -19.41701 -7.96781 0.57015
C -19.58171 -8.60708 1.76998
C -19.37586 -10.08110 1.97796
N -20.23806 -10.96250 2.29269
C -21.64591 -10.68798 2.34608
C -22.13621 -10.08644 3.64119
N -21.75226 -10.76838 4.83203
C -22.63995 -11.03916 5.66832
C -22.57986 -11.56153 7.00407
C -23.84760 -11.66703 7.69412
C -23.81555 -12.17145 9.03258
C -22.58989 -12.50647 9.56846
C -21.36289 -12.37947 8.93448
C -21.32025 -11.90080 7.60082
O -20.21518 -11.79438 6.96395
H -19.67352 -5.84809 3.77461
H -19.31568 -4.72721 1.44063
H -19.18096 -6.12855 -0.50998
H -19.13895 -8.53814 -0.40618
H -18.37058 -10.43749 1.95806
H -22.18381 -11.58506 2.08728
H -21.90844 -9.95834 1.62773
H -23.32046 -10.07822 3.56950
H -21.81849 -9.06621 3.75217
H -23.71511 -10.81778 5.46574
H -24.82166 -11.51508 7.18707
H -24.70215 -12.38916 9.62779
H -22.65160 -13.01936 10.52885
H -20.38875 -12.58916 9.34865
C -11.78617 -12.06047 3.56333
C -13.10881 -11.79457 4.22369
C -14.24236 -12.61853 3.87609
C -15.45996 -12.02291 4.07545
N -15.74272 -10.88284 4.68028
C -14.58461 -10.40190 5.58515
C -13.24564 -10.66030 5.00238
H -11.26922 -12.99668 3.78263
H -11.10959 -11.23140 3.78900
H -11.88552 -12.04651 2.50314
H -14.14416 -13.47755 3.19129
H -16.34720 -12.46031 3.55749
H -14.72351 -9.26761 5.73307
H -12.44897 -9.90072 5.03945
C -15.09542 -7.67125 -1.61381
C -15.06903 -7.22096 -0.17451
Sb -15.14466 -8.87930 1.23365
C -13.10583 -9.40902 1.51597
C -12.45858 -10.22297 0.42290
C -15.37690 -7.86657 3.07087
C -14.51881 -6.61808 3.55765
H -15.05994 -6.86546 -2.36911
H -16.00481 -8.27091 -1.77753
H -14.24181 -8.32120 -1.75554
H -15.97138 -6.67188 0.03392
H -14.22141 -6.59975 0.06633
H -13.06136 -9.97251 2.49739
H -12.62622 -8.49069 1.69242
H -12.95470 -11.25218 0.37303
H -11.40301 -10.50025 0.54807
H -12.48839 -9.73322 -0.56483
H -15.24797 -8.75473 3.71588
H -16.48423 -7.62993 3.18105
H -13.49082 -6.79331 3.54164
H -14.81548 -6.35667 4.62592
H -14.82349 -5.75090 3.11859
C -12.62278 -8.76325 8.07336
Ge -13.56956 -10.41553 8.40508
C -12.27379 -11.89399 8.94152
C -14.64977 -10.25600 10.04394
C -14.81850 -10.98314 6.96493
H -11.58973 -8.93405 8.32712
H -13.12825 -7.94120 8.55942
H -12.66533 -8.61416 6.99718
H -11.65412 -11.59024 9.79515
H -11.56298 -12.20185 8.16303
H -12.93113 -12.74865 9.18668
H -14.04270 -9.93780 10.86009
H -15.05649 -11.23107 10.28453
H -15.53758 -9.56099 9.91076
H -14.63064 -12.06992 6.85046
H -15.88844 -10.90913 7.30273
```

Properties
orbital gap: 5.5813 eV
multiplicity: 1
energy above the lowest of the compared OMol25 structures with the same formula, charge and spin: 0.6858 eV
total charge: -2
E: -4479.31791 a.u.

Atom charges from the Mulliken analysis, given in e for atoms 1 to 4:
1. K 0.9038
2. O -0.8831
3. C 0.2396
4. C -0.8703

=====

Asked for largest force on an atom across the records above, the calculation gives 2.36; 7.04; 4.46 eV/A in order.